Density functional theory data (wB97M-V/def2-TZVPD) for a 3-piece molecular cluster, C3H6N4O overall in a non-equilibrium geometry.

Results
Relative energy (zero: lowest compared OMol25 entry of this formula, charge and spin) ... 1092.6 kJ/mol
Gap between HOMO and LUMO ... 7.37 eV
Largest force on an atom ... 5.6 eV/Å

Each line ends with the natural charge from an NBO analysis.
Positions of all 14 atoms, in Å:
C (0.12, -1.03, -0.23)  0.660
C (1.46, 0.71, -0.44)  -0.180
C (0.44, 1.10, 0.17)  0.385
H (-1.45, -2.78, 1.99)  0.342
H (-2.11, -0.35, 0.46)  0.227
H (1.73, -1.10, -1.59)  0.414
H (2.10, 1.30, -1.05)  0.222
H (0.13, 3.00, -0.18)  0.368
H (-1.13, 1.82, 0.17)  0.385
N (-1.56, -2.19, 0.64)  -0.609
N (-0.51, -2.10, -0.33)  -0.364
N (1.49, -0.67, -0.58)  -0.582
N (-0.21, 2.21, 0.59)  -0.759
O (-0.51, 0.07, 0.38)  -0.508

Density functional theory data (wB97M-V/def2-TZVPD) for a 2-piece molecular cluster, C35H51N3O4P overall in a non-equilibrium geometry.

Results
Relative energy (zero: lowest compared OMol25 entry of this formula, charge and spin) ... 0.0 kJ/mol
Gap between HOMO and LUMO ... 6.24 eV
Largest force on an atom ... 2.8 eV/Å
Charge ... +1

Each line ends with the Mulliken charge.
Positions of all 94 atoms, in Å:
C (4.75, 0.27, 3.77)  -1.251
C (3.68, 1.36, 3.68)  -0.471
C (2.43, 0.97, 2.90)  -0.012
C (1.42, 2.12, 2.88)  -0.817
O (0.26, 1.78, 2.10)  -0.196
P (-1.23, 1.86, 2.82)  -0.293
O (-2.07, 3.01, 1.96)  -0.275
C (-3.27, 3.61, 2.53)  -0.714
C (-4.41, 2.62, 2.72)  0.577
C (-5.71, 3.23, 3.25)  -0.684
C (-5.63, 3.71, 4.70)  -1.234
O (-1.94, 0.50, 2.17)  0.470
C (-2.07, -0.57, 3.10)  -0.737
C (-2.95, -1.67, 2.51)  -0.332
C (-3.21, -2.74, 3.58)  -0.482
C (-3.99, -3.96, 3.10)  -1.295
H (5.62, 0.68, 4.28)  0.375
H (4.39, -0.59, 4.34)  0.329
H (5.06, -0.07, 2.78)  0.281
H (3.37, 1.65, 4.69)  0.329
H (4.10, 2.25, 3.20)  0.332
H (2.69, 0.71, 1.86)  0.067
H (1.96, 0.08, 3.36)  0.203
H (1.14, 2.37, 3.92)  0.440
H (1.90, 3.01, 2.44)  0.305
H (-3.02, 4.08, 3.50)  0.368
H (-3.57, 4.41, 1.84)  0.278
H (-4.62, 2.14, 1.75)  -0.169
H (-4.10, 1.83, 3.43)  0.046
H (-6.02, 4.05, 2.59)  0.348
H (-6.48, 2.45, 3.17)  0.381
H (-6.62, 4.00, 5.05)  0.390
H (-5.26, 2.91, 5.35)  0.289
H (-4.96, 4.57, 4.79)  0.319
H (-1.08, -0.99, 3.35)  0.275
H (-2.52, -0.21, 4.05)  0.472
H (-3.91, -1.25, 2.17)  0.256
H (-2.45, -2.11, 1.64)  0.222
H (-2.25, -3.05, 3.99)  0.329
H (-3.76, -2.26, 4.40)  0.339
H (-4.15, -4.63, 3.94)  0.372
H (-4.97, -3.68, 2.69)  0.328
H (-3.43, -4.50, 2.33)  0.320
C (3.78, -1.12, -5.87)  -0.922
N (3.07, -1.37, -4.64)  0.240
C (3.42, -2.38, -3.78)  0.247
O (4.31, -3.20, -3.98)  -0.680
C (2.47, -2.31, -2.58)  0.193
C (3.18, -2.04, -1.25)  -0.722
C (4.19, -3.11, -0.89)  0.397
C (5.55, -2.79, -0.79)  -0.429
C (6.49, -3.81, -0.59)  -0.625
C (6.07, -5.13, -0.42)  -0.456
C (4.70, -5.43, -0.45)  -0.758
C (3.76, -4.42, -0.67)  -0.143
N (1.56, -1.22, -2.98)  0.585
C (0.56, -0.82, -2.18)  0.147
C (-0.33, 0.21, -2.49)  0.312
C (-1.32, 0.66, -1.64)  -0.494
C (-2.30, 1.63, -2.01)  0.857
C (-3.36, 1.91, -1.11)  0.132
C (-4.34, 2.83, -1.44)  -0.759
C (-4.27, 3.54, -2.65)  0.632
C (-5.26, 4.53, -2.97)  -0.173
N (-6.05, 5.35, -3.24)  -0.456
C (-3.23, 3.29, -3.55)  -0.955
C (-2.26, 2.34, -3.25)  -0.459
C (1.90, -0.60, -4.26)  0.063
C (2.29, 0.88, -4.14)  -1.549
C (0.81, -0.77, -5.33)  -1.569
H (4.62, -1.81, -5.95)  0.384
H (3.11, -1.27, -6.73)  0.299
H (4.14, -0.09, -5.91)  0.304
H (1.91, -3.26, -2.52)  0.352
H (3.68, -1.05, -1.30)  0.394
H (2.40, -1.99, -0.47)  0.427
H (5.85, -1.75, -0.91)  0.356
H (7.55, -3.56, -0.59)  0.378
H (6.80, -5.92, -0.27)  0.390
H (4.36, -6.46, -0.31)  0.383
H (2.69, -4.64, -0.69)  0.361
H (0.45, -1.38, -1.24)  0.696
H (-0.23, 0.69, -3.45)  -0.631
H (-1.39, 0.24, -0.64)  0.348
H (-3.39, 1.38, -0.16)  0.095
H (-5.18, 3.01, -0.75)  0.511
H (-3.18, 3.84, -4.50)  0.452
H (-1.46, 2.14, -3.98)  0.285
H (3.15, 0.98, -3.46)  0.337
H (2.56, 1.27, -5.13)  0.485
H (1.47, 1.48, -3.74)  0.432
H (0.64, -1.84, -5.51)  0.383
H (-0.13, -0.31, -5.03)  0.365
H (1.15, -0.30, -6.27)  0.482

Number 1: HOMO level -0.290 Ha. Number 2: HOMO level -0.412 Ha.